1.
Molecular formula: C26H72N4O10
Method: DFT, ωB97M-V with the def2-TZVPD basis set

Results
HOMO-LUMO gap (eV): 8.95
HOMO (eV): -8.65
Multiplicity: 1
Energy relative to the best compared isomer or geometry (same formula, charge and spin) (eV): 0.419

Last column: Löwdin charge in e.
Cartesian coordinates (Å):
N  -7.15524  0.97784  17.95436  0.180
C  -6.99317  1.26743  19.26303  -0.702
N  -7.52611  2.44009  19.66247  0.160
O  -6.36145  0.54768  20.03179  0.004
H  -7.72439  1.62500  17.42183  0.064
H  -6.62504  0.18789  17.62538  0.063
H  -7.45521  2.71224  20.62285  0.104
H  -8.00423  2.98984  18.97399  0.049
N  -6.35865  2.29250  10.72334  0.160
C  -7.09301  2.57278  11.81871  -0.691
N  -8.25945  3.22441  11.59684  0.175
O  -6.88380  1.98343  12.88474  0.002
H  -6.63253  2.75048  9.87196  0.098
H  -5.46186  1.85803  10.83841  0.113
H  -8.89035  3.32790  12.37447  0.081
H  -8.37847  3.74224  10.74541  0.100
C  -7.13770  -2.03052  16.31423  -0.076
C  -5.63379  -2.10887  16.28419  -0.484
C  -5.12900  -1.35600  15.05382  -0.049
O  -5.20597  -1.47800  17.48559  -0.052
H  -7.58758  -2.67942  15.55153  0.080
H  -7.57576  -1.04254  16.22761  0.060
H  -7.46708  -2.66538  17.14396  0.088
H  -5.34304  -3.16263  16.24550  0.137
H  -5.07351  -2.06519  14.22674  0.075
H  -4.13342  -0.95651  15.26977  0.075
H  -5.71941  -0.48047  14.78350  0.075
H  -4.24747  -1.54124  17.54542  0.095
C  -8.21425  5.28311  17.70674  -0.070
C  -8.81402  4.59799  16.50990  -0.475
C  -8.05895  5.06010  15.24067  -0.043
O  -8.78041  3.17479  16.56460  -0.080
H  -7.90201  6.31033  17.51876  0.080
H  -7.37665  4.74101  18.14580  0.073
H  -8.90730  5.41789  18.54482  0.081
H  -9.83608  4.98503  16.41665  0.133
H  -8.11117  6.14854  15.19754  0.077
H  -8.51947  4.67071  14.33399  0.049
H  -7.04171  4.68194  15.33950  0.093
H  -9.30037  2.87886  15.79123  0.042
C  -11.96832  -4.76227  15.91185  -0.069
C  -10.91004  -3.76799  15.50131  -0.487
C  -10.59503  -2.73881  16.59804  -0.047
O  -9.73244  -4.46753  15.10846  -0.045
H  -12.14770  -5.58867  15.22266  0.075
H  -12.95426  -4.31581  16.07753  0.079
H  -11.75009  -5.19165  16.89387  0.086
H  -11.26972  -3.11527  14.69699  0.128
H  -9.89879  -3.14832  17.33435  0.083
H  -11.48628  -2.47852  17.17094  0.072
H  -10.13866  -1.82485  16.22647  0.038
H  -9.97411  -5.05665  14.38840  0.085
C  -12.51507  0.52629  19.77905  -0.053
C  -13.70911  -0.40256  19.50412  -0.494
C  -14.05082  -1.19579  20.75539  -0.072
O  -14.84462  0.35343  19.10033  -0.053
H  -12.63571  1.41388  19.14948  0.067
H  -11.57373  0.17911  19.34124  0.075
H  -12.33641  0.70148  20.83718  0.079
H  -13.43343  -1.11651  18.72560  0.124
H  -14.31631  -0.55695  21.59731  0.080
H  -13.26259  -1.88485  21.06580  0.082
H  -14.88623  -1.84170  20.47334  0.077
H  -14.75637  1.17834  19.59082  0.083
C  -6.40850  -1.78581  10.45240  -0.071
C  -7.49877  -1.02528  9.74950  -0.507
C  -8.08090  -1.88932  8.61577  -0.061
O  -8.50981  -0.69939  10.69913  -0.046
H  -6.06098  -1.30395  11.37284  0.072
H  -5.54846  -1.89443  9.78740  0.083
H  -6.70808  -2.75481  10.85806  0.084
H  -7.06601  -0.17830  9.20714  0.120
H  -7.42359  -2.02090  7.75328  0.077
H  -8.91584  -1.37740  8.12837  0.071
H  -8.38814  -2.87078  8.97534  0.079
H  -8.13530  0.01840  11.22817  0.066
C  -12.91369  1.33850  8.74754  -0.044
C  -12.51401  1.16332  10.23004  -0.472
C  -11.26135  1.89607  10.65202  -0.055
O  -13.57888  1.56708  11.07787  -0.068
H  -12.22207  0.74237  8.14881  0.077
H  -13.02498  2.36956  8.41497  0.081
H  -13.88834  0.87682  8.56428  0.072
H  -12.42254  0.08798  10.42712  0.139
H  -11.45637  2.96616  10.73988  0.082
H  -10.42025  1.73847  9.97405  0.075
H  -10.86248  1.51075  11.59257  0.066
H  -14.18891  0.82585  11.09923  0.097
C  -10.02261  0.58487  14.77773  -0.026
C  -11.14598  1.62184  14.69626  -0.436
C  -11.97022  1.68346  15.97578  -0.044
O  -10.41677  2.81203  14.34930  -0.084
H  -10.33260  -0.43803  14.99417  0.057
H  -9.25906  0.80677  15.52498  0.073
H  -9.51227  0.54959  13.81326  0.079
H  -11.85558  1.35543  13.90904  0.126
H  -12.64881  0.82917  15.96190  0.090
H  -12.59611  2.57867  16.03880  0.068
H  -11.44224  1.72468  16.93037  0.072
H  -11.00988  3.49546  14.00903  0.089
C  -15.00396  5.24885  12.18772  -0.054
C  -14.09973  4.67322  13.29226  -0.470
C  -14.83863  3.58735  14.06809  -0.050
O  -12.98140  4.04130  12.68664  -0.080
H  -14.51494  5.90677  11.47383  0.077
H  -15.74267  5.82685  12.75748  0.079
H  -15.59811  4.49872  11.66455  0.076
H  -13.78916  5.45128  13.99097  0.137
H  -15.35294  2.94803  13.34334  0.080
H  -15.62595  3.98827  14.70845  0.086
H  -14.14555  2.94925  14.61074  0.055
H  -13.34603  3.24142  12.27846  0.045

=====

2.
Molecular formula: C26H73AgBN4O11
Method: DFT, ωB97M-V with the def2-TZVPD basis set

Results
HOMO-LUMO gap (alpha / beta) (eV): 8.28 / 3.24
HOMO (alpha / beta) (eV): -10.17 / -10.17
Total charge: +1
Multiplicity: 3
Expectation value of S²: 2.01

Last column: Löwdin charge in e.
Cartesian coordinates (Å):
Ag  1.74094  1.99286  0.43145  0.803
C  4.05725  0.53196  -2.70625  -0.061
C  4.45570  1.31354  -1.38844  -0.281
O  3.72662  0.81646  -0.28223  -0.088
H  4.54105  1.03860  -3.54133  0.077
H  2.98236  0.60035  -2.87370  0.034
H  4.35849  -0.51365  -2.64255  0.064
H  4.25383  2.38345  -1.43973  0.085
H  5.52455  1.14265  -1.26022  0.120
B  0.26042  0.22837  -0.01190  -0.476
H  0.06260  0.55071  0.99864  -0.022
H  -0.31752  -0.66922  -0.16861  0.005
H  0.07922  1.04251  -0.69644  -0.034
H  1.31837  0.01823  -0.04037  -0.030
C  6.75783  -1.72809  0.01896  -0.109
O  5.39938  -1.82183  0.48811  -0.220
C  4.66364  -2.93870  -0.14437  -0.160
C  3.37501  -3.18495  0.68558  -0.190
N  2.69101  -1.91403  1.00054  -0.011
C  1.43820  -2.26982  1.70340  -0.184
C  1.59475  -3.14375  3.01094  -0.237
O  2.26541  -2.53721  4.09980  -0.178
C  2.21063  -3.39198  5.28674  -0.088
H  7.31514  -2.65499  0.15447  0.078
H  7.18319  -0.96064  0.66562  0.089
H  6.78062  -1.50636  -1.04801  0.075
H  5.30655  -3.80443  -0.30339  0.113
H  4.45937  -2.53365  -1.13548  0.094
H  3.68769  -3.76249  1.55551  0.109
H  2.69878  -3.91445  0.23989  0.114
H  2.23863  -1.64780  0.13765  0.037
H  0.74316  -2.87114  1.11737  0.112
H  0.95533  -1.33337  1.98265  0.094
H  1.91443  -4.17845  2.88728  0.106
H  0.59172  -3.39386  3.35661  0.096
H  2.74500  -4.33691  5.18846  0.082
H  1.22238  -3.58503  5.70410  0.082
H  2.78890  -2.81393  6.00755  0.083
C  -2.02625  -2.95344  -5.45790  -0.059
O  -2.52985  -2.32079  -4.23128  -0.214
C  -2.18968  -0.85666  -4.08680  -0.135
C  -2.47416  -0.42628  -2.67108  -0.128
N  -3.84405  -0.04132  -2.34649  0.230
C  -4.76489  -1.19075  -2.41428  -0.097
C  -6.13078  -0.82742  -1.86878  -0.160
O  -6.17595  -1.10263  -0.45358  -0.156
C  -5.61170  -0.15220  0.38128  -0.103
H  -0.96311  -2.73868  -5.56616  0.075
H  -2.58449  -2.65475  -6.34517  0.085
H  -2.20738  -4.02214  -5.34311  0.092
H  -2.77358  -0.28406  -4.80742  0.131
H  -1.13289  -0.64670  -4.25176  0.115
H  -1.78663  0.38508  -2.43213  0.127
H  -2.15155  -1.24465  -2.02743  0.162
H  -3.91309  0.37382  -1.42835  0.105
H  -4.35903  -1.93822  -1.73261  0.172
H  -4.77487  -1.76155  -3.34282  0.142
H  -6.80881  -1.51156  -2.37900  0.134
H  -6.44555  0.18776  -2.11049  0.135
H  -4.64447  0.23680  0.06309  0.057
H  -5.50234  -0.60461  1.36691  0.105
H  -6.25149  0.72559  0.47209  0.100
C  1.88082  -2.87721  -3.61191  -0.220
C  1.46596  -1.76438  -2.62185  -0.203
O  0.61513  -2.29282  -1.59120  -0.106
O  2.75677  -2.33864  -4.58590  -0.072
H  1.01099  -3.21797  -4.17348  0.099
H  2.32898  -3.78633  -3.21095  0.123
H  0.88682  -1.02811  -3.17918  0.098
H  2.27571  -1.26525  -2.08961  0.085
H  0.36584  -1.55832  -1.02555  -0.032
H  2.93699  -3.06812  -5.18337  0.086
C  -1.24209  3.69846  0.57368  -0.191
C  -2.49867  2.79019  0.81073  -0.213
O  -2.32489  1.59123  0.10958  -0.093
O  -0.18855  3.01448  1.24839  -0.138
H  -1.40928  4.71995  0.91531  0.115
H  -1.06287  3.88934  -0.48441  0.119
H  -3.43430  3.25952  0.50668  0.123
H  -2.55243  2.57009  1.87692  0.099
H  -1.45414  1.21814  0.26512  -0.007
H  -0.45204  2.80822  2.14818  0.106
C  -2.31043  -1.39272  3.65621  -0.051
C  -2.53631  -0.65092  4.95015  -0.445
C  -3.30732  0.63652  4.78922  -0.211
O  -4.58627  0.33713  4.27387  -0.207
C  -5.40222  1.44215  3.84752  -0.081
N  -3.26519  -1.53928  5.84399  0.045
H  -1.77674  -0.76272  2.94461  0.074
H  -3.25844  -1.68260  3.20306  0.074
H  -1.80292  -2.32637  3.89877  0.076
H  -1.58982  -0.48335  5.46413  0.142
H  -2.84786  1.29796  4.05472  0.106
H  -3.38178  1.17049  5.73656  0.127
H  -6.35643  1.09369  3.45236  0.086
H  -4.95527  2.00799  3.03011  0.066
H  -5.56374  2.16468  4.64750  0.089
H  -4.19665  -1.44110  5.46607  0.061
H  -3.37427  -1.06846  6.73086  0.072
C  2.63693  6.28226  -0.07157  -0.071
C  1.94987  4.95770  -0.10144  -0.455
C  1.96815  4.40928  -1.53673  -0.138
O  1.35719  3.10318  -1.56935  -0.262
C  1.08247  2.56342  -2.79462  -0.135
N  2.68968  4.13727  0.79892  0.032
H  3.71401  6.25408  -0.23650  0.095
H  2.46763  6.86229  0.83563  0.093
H  2.15685  6.88771  -0.84037  0.088
H  0.91763  5.20249  0.14885  0.130
H  2.98295  4.39192  -1.93421  0.132
H  1.36044  5.09317  -2.12924  0.134
H  0.26851  3.04630  -3.33535  0.098
H  0.73735  1.53384  -2.69992  0.068
H  1.92468  2.45284  -3.47768  0.094
H  2.70546  4.59293  1.70015  0.102
H  3.66253  4.18471  0.53168  0.094

=====

These records have DFT total energy values of -54565.9098, -61284.7610 eV, in the order they appear.
These records have strongest force on any atom values of 3.3, 4.3 eV/Å, in the order they appear.